1.
Molecular formula: C14H18BF20Hf2NO16S5
Method: DFT, wB97M-V/def2-TZVPD

```
77
Properties=species:S:1:pos:R:3:forces:R:3
Hf -1.97498 2.19008 0.56691 0.36 -7.64 1.20
Hf -1.27164 -1.59841 3.02599 2.00 2.54 -4.70
S 0.59465 1.67747 3.05998 -0.71 0.07 0.55
S 1.70008 -2.38723 2.75832 0.40 2.43 0.42
S -2.83019 1.69700 -2.36233 -3.27 -0.82 -0.61
S -3.21751 1.36053 3.95383 -3.01 -1.58 -1.19
S -4.30235 -0.66443 1.08795 -2.24 0.75 1.65
F -2.96964 -1.88169 -0.79471 -0.16 0.73 -0.07
F 1.32662 -4.77676 1.66136 0.19 0.61 0.30
F -4.94772 -1.37374 -1.49503 -0.07 0.40 1.08
F -1.75264 -5.14495 1.05486 0.02 0.11 0.34
F 3.06548 1.09271 3.57344 -0.35 0.44 -0.72
F -4.62012 -2.99502 -0.08893 -0.81 0.35 0.26
F -1.81228 2.57940 5.72526 0.10 0.51 0.27
F 2.52959 0.67371 1.48639 -0.26 0.18 0.58
F -3.71240 1.94520 6.51634 -0.02 -0.08 -0.63
F -1.24107 -3.95077 2.92541 0.88 1.48 2.61
F 2.82827 -4.72836 3.20616 0.03 0.13 0.45
F -1.27828 -0.01854 1.19716 -0.29 0.82 0.49
F -3.28346 -3.76260 2.06910 -0.43 -0.03 0.59
F 3.24743 -3.83241 1.28739 -0.26 0.08 0.19
F -1.50441 -2.91815 1.02166 0.87 2.57 0.25
F -1.52670 0.51827 -4.39363 -0.81 0.01 -0.30
F 2.80646 2.70013 2.12398 0.16 0.62 0.01
F -2.54251 2.45341 -4.86799 0.74 -1.10 0.68
F -3.65668 3.62564 5.14130 0.24 -0.16 0.18
F -0.69808 2.33673 -3.71446 0.73 0.76 0.06
O -3.78776 0.64817 0.68456 1.23 2.47 -1.38
O -3.33399 -1.17922 2.08317 0.94 -1.24 0.67
O 0.69324 -2.57222 3.80238 -2.21 -0.70 3.39
O -5.65962 -0.57808 1.56122 1.60 -0.76 -0.93
O 0.77739 -1.84011 1.76102 -1.06 0.56 -2.30
O -4.60398 1.01787 3.84535 0.87 0.51 0.47
O 0.53793 2.63428 4.10864 0.54 -0.45 0.25
O -2.73484 3.01694 -1.70202 0.41 2.22 1.54
O 0.12463 0.32027 3.38203 0.18 -0.53 -0.13
O 0.73559 1.10397 -0.75879 1.26 -0.19 -2.31
O -2.32534 0.22071 4.19944 1.23 -1.54 0.30
O -2.15004 0.90544 -1.34378 2.12 -1.38 2.11
O 2.78926 -1.53507 3.12871 -0.18 -1.60 -0.53
O -4.16118 1.22174 -2.65520 1.86 0.83 -0.35
O -0.15349 2.25640 1.89591 -1.47 0.46 -2.75
O -2.75297 2.02981 2.69419 1.08 1.71 -1.04
N 1.43180 0.80744 -1.87547 -0.88 0.80 3.00
C -1.81972 1.73192 -3.99079 -0.86 0.68 0.53
C -3.10150 2.47349 5.47868 0.63 -0.07 -0.57
C 2.57752 1.68999 -2.21322 -0.30 2.19 -1.34
C 0.08220 -1.29003 -1.98999 0.25 0.82 -0.12
C 3.00970 0.10646 -4.15973 0.32 -0.18 -0.60
C 2.43274 -1.46662 -1.43953 0.94 1.41 0.55
C 3.87848 1.45386 -1.44460 -0.50 -1.54 0.23
C 2.84924 1.56562 -3.73481 0.19 -1.12 0.25
C 2.39659 1.52120 2.49987 -0.29 -0.98 0.39
C 2.31054 -4.06275 2.20721 0.01 -0.38 -0.93
C -4.26101 -1.77314 -0.43584 1.50 -1.22 -0.64
C 2.16926 3.18129 -2.07251 -0.83 -0.10 0.98
C 1.80362 -0.71340 -3.75078 0.19 -0.41 -0.78
C 1.46228 -0.59965 -2.27081 -1.29 -2.16 0.16
B -1.97626 -3.99700 1.75175 -1.79 -3.14 -2.39
H 3.87362 -0.47288 -3.82610 0.39 0.76 0.52
H 4.58751 2.26237 -1.60458 -0.12 0.03 0.12
H 2.90789 3.82774 -2.54280 0.07 -0.12 0.05
H -0.69596 -0.70565 -2.47503 -0.21 -0.18 0.30
H 3.70836 2.18514 -3.99147 0.13 -0.12 0.11
H 2.49611 -1.10975 -0.40879 -0.64 -0.14 0.15
H 3.69957 1.22613 -0.39394 -0.01 0.69 0.08
H 3.14856 0.06876 -5.24216 -0.29 0.02 -0.09
H 1.19059 3.41775 -2.49447 0.10 -0.34 -0.52
H 0.01797 -2.31619 -2.35269 0.46 0.13 -0.48
H 2.01293 1.96743 -4.31034 -0.16 0.07 0.17
H 3.46703 -1.29740 -1.74137 -0.01 -0.72 -0.47
H 0.98229 -0.52807 -4.44675 -0.38 0.35 0.45
H -0.07875 -1.39961 -0.91762 -0.17 0.50 0.01
H 4.30861 0.51210 -1.78791 0.37 0.25 -0.27
H 2.09988 -2.50087 -1.44711 0.35 -0.01 -0.17
H 2.01826 3.50247 -1.03962 0.53 -0.17 0.21
H 2.05934 -1.75624 -3.94921 -0.13 -0.13 0.18
```
Forces are in eV/Å.

Summary:
Spin multiplicity: 2
Electronic energy, eV: -160875.981
Net charge: +1

The computed Mulliken charges, all in e, follow: number 1, Hf, carries 2.141; number 2, Hf, carries 2.206; number 3, S, carries 0.643; number 4, S, carries 1.262; number 5, S, carries 1.480; number 6, S, carries 0.727; number 7, S, carries 0.586; number 8, F, carries -0.079; number 9, F, carries -0.153; number 10, F, carries -0.196; number 11, F, carries -0.267; number 12, F, carries -0.156; number 13, F, carries -0.197; number 14, F, carries -0.155; number 15, F, carries -0.045; number 16, F, carries -0.141; number 17, F, carries -0.382; number 18, F, carries -0.173; number 19, F, carries 2.373; number 20, F, carries -0.307; number 21, F, carries -0.174; number 22, F, carries 0.029; number 23, F, carries -0.168; number 24, F, carries -0.199; number 25, F, carries -0.205; number 26, F, carries -0.166; number 27, F, carries -0.238; number 28, O, carries -0.597; number 29, O, carries -0.628; number 30, O, carries -0.848; number 31, O, carries -0.487; number 32, O, carries -0.655; number 33, O, carries -0.474; number 34, O, carries -0.456; number 35, O, carries -0.961; number 36, O, carries -0.459; number 37, O, carries 0.992; number 38, O, carries -1.133; number 39, O, carries -0.768; number 40, O, carries -0.546; number 41, O, carries -0.606; number 42, O, carries -0.884; number 43, O, carries -1.162; number 44, N, carries 0.151; number 45, C, carries 0.796; number 46, C, carries 0.563; number 47, C, carries 1.218; number 48, C, carries -2.128; number 49, C, carries -0.836; number 50, C, carries -1.280; number 51, C, carries -1.140; number 52, C, carries -1.018; number 53, C, carries 0.419; number 54, C, carries 0.671; number 55, C, carries 0.683; number 56, C, carries -1.652; number 57, C, carries -1.192; number 58, C, carries 1.885; number 59, B, carries 0.089; number 60, H, carries 0.402; number 61, H, carries 0.469; number 62, H, carries 0.448; number 63, H, carries -0.163; number 64, H, carries 0.483; number 65, H, carries -0.158; number 66, H, carries -0.112; number 67, H, carries 0.450; number 68, H, carries 0.174; number 69, H, carries 0.656; number 70, H, carries 0.290; number 71, H, carries 0.274; number 72, H, carries 0.344; number 73, H, carries 0.351; number 74, H, carries 0.318; number 75, H, carries 0.552; number 76, H, carries 0.221; number 77, H, carries 0.400

---

2.
Molecular formula: C6H13NdO3
Method: DFT, wB97M-V/def2-TZVPD

```
23
Properties=species:S:1:pos:R:3:forces:R:3
Nd 1.47386 0.35206 0.35525 0.55 0.34 -2.12
O 2.05102 0.83010 -1.59724 -0.50 -0.43 2.83
O 0.62657 -1.39020 -1.12039 0.35 1.31 1.07
O -2.28519 1.67298 1.08018 1.12 -0.12 0.30
C -0.14021 1.84562 1.99430 0.19 -0.41 -0.43
C 1.49892 0.17412 -2.69452 -0.82 -0.62 -1.73
C -3.38435 0.81075 0.76884 -0.76 -0.52 -0.16
C 0.14583 -2.68462 -0.78520 -0.38 -1.01 0.01
C 1.26572 -1.30464 -2.40560 0.55 -0.03 -0.80
C -1.35167 1.21835 1.88040 -0.51 0.58 0.09
H 2.21448 -1.86375 -2.35546 -0.27 0.11 0.00
H 0.52502 0.62432 -2.97438 0.47 0.01 0.14
H -4.26926 1.10607 1.34606 0.30 0.00 -0.21
H 0.92089 -3.43994 -0.98241 -0.22 0.21 0.14
H -3.56366 0.92174 -0.30438 -0.09 0.00 0.30
H -3.12001 -0.23138 0.98942 -0.14 0.22 -0.02
H 0.61426 -1.76790 -3.16115 0.20 0.18 0.17
H -0.74693 -2.91294 -1.38251 0.23 0.05 0.18
H -0.11667 -2.67648 0.27733 0.00 -0.12 -0.15
H -0.00065 2.81281 1.50027 -0.03 -0.13 0.22
H 2.14895 0.23319 -3.58725 -0.16 0.16 0.44
H 0.47649 1.58146 2.85785 -0.17 0.20 -0.05
H -1.61520 0.36032 2.51188 0.10 0.04 -0.23
```
Forces are in eV/Å.

Summary:
Spin multiplicity: 4
Electronic energy, eV: -27834.031
Net charge: +2

The computed Mulliken charges, all in e, follow: number 1, Nd, carries 1.931; number 2, O, carries -0.605; number 3, O, carries -0.348; number 4, O, carries -0.262; number 5, C, carries -1.736; number 6, C, carries -0.426; number 7, C, carries -0.623; number 8, C, carries -0.699; number 9, C, carries -0.402; number 10, C, carries 0.417; number 11, H, carries 0.335; number 12, H, carries 0.299; number 13, H, carries 0.287; number 14, H, carries 0.343; number 15, H, carries 0.271; number 16, H, carries 0.347; number 17, H, carries 0.393; number 18, H, carries 0.275; number 19, H, carries 0.309; number 20, H, carries 0.494; number 21, H, carries 0.348; number 22, H, carries 0.583; number 23, H, carries 0.466

---

3.
Molecular formula: C17H27N4O7P2Ti
Method: DFT, wB97M-V/def2-TZVPD

```
58
Properties=species:S:1:pos:R:3:forces:R:3
Ti 0.05849 -0.44628 -0.28880 -0.18 0.96 -0.41
P 1.88973 -2.50098 0.56323 0.36 -0.18 0.11
P 0.69702 -3.34742 -1.87595 0.24 -0.26 0.07
O 2.05599 -2.91894 -2.63617 -0.07 -0.02 0.05
O 0.16172 -4.60216 -2.42142 0.00 0.08 -0.05
O 1.28277 -3.67416 -0.34627 -0.10 0.33 -0.15
O 1.09989 -2.34290 1.81629 0.03 -0.03 0.00
O -0.15241 -2.11282 -1.73218 -0.16 0.16 0.04
O 3.37123 -3.07817 0.89259 -0.19 -0.07 0.08
O 2.11937 -1.25158 -0.26817 -0.13 -0.19 0.11
N -2.61579 -3.09143 1.74390 -0.22 -0.13 -0.05
N -1.79203 -1.51558 0.46242 -0.07 -0.25 0.13
N 0.15647 0.63895 1.74193 0.20 -0.16 0.32
N 0.79140 1.43955 3.67616 -0.04 0.10 0.14
C -0.94583 1.10198 2.42186 -0.12 -0.08 0.02
C -2.74855 2.20375 -0.47624 0.10 0.01 -0.02
C 1.18619 0.37539 -3.21891 -0.02 0.25 0.01
C -0.03674 3.56203 0.61551 -0.03 -0.06 -0.07
C 0.40763 1.08027 -2.14124 0.12 -0.38 -0.18
C 2.61153 0.49516 2.27031 -0.03 -0.04 -0.05
C -0.16304 2.53679 -0.47105 -0.04 -0.03 0.07
C -1.77085 -2.04977 1.66167 0.06 0.10 0.11
C -0.99756 1.01840 -1.96835 -0.05 -0.18 -0.10
C 1.19218 0.85348 2.52470 0.15 -0.07 -0.12
C -1.34263 1.92231 -0.92741 -0.13 -0.16 0.05
C -3.21499 -3.24729 0.50747 0.12 0.11 0.03
C 2.36372 2.36550 -1.00729 -0.11 -0.02 -0.02
C -2.68561 -2.26993 -0.27137 -0.09 -0.02 -0.01
C -0.57517 1.60331 3.62794 -0.11 -0.01 -0.05
C -1.95841 0.27298 -2.85415 -0.01 0.21 0.05
C 0.91994 1.98915 -1.18538 0.24 -0.07 -0.01
H -1.92510 1.04160 1.97761 -0.01 0.03 0.03
H 2.79281 -0.52966 2.59817 0.00 0.01 0.02
H 1.40037 1.72766 4.41969 0.02 -0.03 -0.01
H -0.91548 3.56908 1.26214 0.01 0.05 0.00
H 0.69612 -0.55066 -3.51347 0.04 -0.03 0.00
H 0.83450 3.36269 1.24963 -0.03 0.02 0.01
H 2.34801 -2.08619 -2.22604 0.02 -0.06 -0.05
H 3.26056 -3.91938 1.35491 0.13 0.09 -0.04
H -2.73882 -3.68491 2.54295 0.05 0.01 0.01
H 2.19472 0.12875 -2.87793 0.01 -0.03 -0.03
H 0.08385 4.57392 0.21363 0.02 0.01 0.01
H -3.32761 1.28129 -0.37158 -0.02 0.01 0.01
H -2.89469 0.07775 -2.32469 -0.02 -0.05 -0.03
H -3.28494 2.84165 -1.18806 -0.03 -0.01 0.02
H 3.28496 1.17349 2.79720 -0.01 0.02 0.00
H 3.02276 1.56210 -1.34220 0.02 0.01 0.02
H 1.29410 1.00204 -4.11311 0.01 -0.01 -0.01
H -3.91079 -4.03804 0.29591 0.00 0.00 0.01
H -1.11561 -1.75601 2.46357 0.00 0.02 -0.03
H -2.21811 0.84999 -3.75097 0.01 -0.01 0.00
H -1.54050 -0.68144 -3.17330 -0.03 -0.04 0.02
H -2.76624 2.71723 0.48836 -0.02 0.01 0.00
H 2.59413 2.56466 0.04397 0.03 0.02 -0.02
H 2.81738 0.52379 1.20346 -0.01 0.00 0.00
H -2.84997 -2.09592 -1.31922 0.07 0.07 -0.01
H -1.13247 2.06597 4.42223 -0.01 0.00 0.00
H 2.63033 3.26896 -1.56848 0.02 -0.01 -0.01
```
Forces are in eV/Å.

Summary:
Spin multiplicity: 3
Relative energy (zero: lowest compared OMol25 entry of this formula, charge and spin), kJ/mol: 0.0
Electronic energy, eV: -80065.765
Net charge: -1

The computed Mulliken charges, all in e, follow: number 1, Ti, carries 0.671; number 2, P, carries 0.781; number 3, P, carries 0.699; number 4, O, carries -0.627; number 5, O, carries -0.837; number 6, O, carries -0.353; number 7, O, carries -0.643; number 8, O, carries -0.090; number 9, O, carries -0.599; number 10, O, carries -0.798; number 11, N, carries -0.031; number 12, N, carries 0.621; number 13, N, carries 1.906; number 14, N, carries -0.025; number 15, C, carries -1.075; number 16, C, carries -2.115; number 17, C, carries -1.725; number 18, C, carries -1.676; number 19, C, carries 0.370; number 20, C, carries -1.599; number 21, C, carries 0.633; number 22, C, carries -0.611; number 23, C, carries 0.571; number 24, C, carries 0.028; number 25, C, carries 1.203; number 26, C, carries -0.601; number 27, C, carries -1.796; number 28, C, carries -0.607; number 29, C, carries -0.946; number 30, C, carries -1.737; number 31, C, carries 1.029; number 32, H, carries 0.579; number 33, H, carries 0.270; number 34, H, carries 0.208; number 35, H, carries 0.356; number 36, H, carries 0.390; number 37, H, carries 0.289; number 38, H, carries 0.378; number 39, H, carries 0.293; number 40, H, carries 0.217; number 41, H, carries 0.184; number 42, H, carries 0.366; number 43, H, carries 0.326; number 44, H, carries 0.308; number 45, H, carries 0.377; number 46, H, carries 0.528; number 47, H, carries 0.226; number 48, H, carries 0.315; number 49, H, carries 0.415; number 50, H, carries 0.365; number 51, H, carries 0.344; number 52, H, carries 0.269; number 53, H, carries 0.421; number 54, H, carries 0.389; number 55, H, carries 0.076; number 56, H, carries 0.345; number 57, H, carries 0.431; number 58, H, carries 0.316